C6H10 | ωB97M-V/def2-TZVPD

Output
SMILES string: C1=C2C[C@H]2CC1.[H][H]
E_HOMO: -8.35 eV
Largest force on an atom: 0.34 eV/A

Positions of all 16 atoms, in Å:
C -1.4962 0.5217 0.6421
C -0.4367 0.9242 -0.4082
C 1.0497 1.2691 -0.2685
C 1.7507 -0.0916 0.0634
C 0.5982 -1.0403 0.3631
C -0.5590 -0.4543 0.0659
H -1.3683 0.7300 1.7035
H -2.5284 0.6044 0.3068
H -0.9066 1.1647 -1.3599
H 1.3947 1.6641 -1.2298
H 1.2749 2.0374 0.4782
H 2.3330 -0.0195 0.9901
H 2.4779 -0.3968 -0.6982
H -2.4106 -2.7901 -0.8527
H 0.7026 -1.9311 0.9763
H -1.9149 -2.2427 -0.7162

These are the natural (NBO) partial charges, in e, on atoms 1 to 8: C -0.389; C -0.270; C -0.405; C -0.436; C -0.161; C -0.041; H 0.220; H 0.223

=====

C6H10 | ωB97M-V/def2-TZVPD

Output
SMILES string: CC1CC=CC1
E_HOMO: -9.06 eV
Largest force on an atom: 0.16 eV/A

Positions of all 16 atoms, in Å:
C -0.7668 1.6976 -0.0779
C -0.2491 0.4214 0.5818
C 1.2544 0.1733 0.2696
C 1.2771 -1.1532 -0.4441
C 0.0677 -1.6974 -0.5459
C -1.0035 -0.8429 0.0791
H -1.8299 1.8578 0.1376
H -0.6514 1.6390 -1.1678
H -0.2137 2.5762 0.2736
H -0.3824 0.5175 1.6653
H 1.6738 0.9727 -0.3580
H 1.8668 0.1481 1.1806
H 2.1932 -1.5962 -0.8268
H -0.1492 -2.6516 -1.0194
H -1.7856 -0.5825 -0.6487
H -1.5118 -1.3732 0.8949

These are the natural (NBO) partial charges, in e, on atoms 1 to 8: C -0.600; C -0.212; C -0.437; C -0.190; C -0.190; C -0.437; H 0.207; H 0.202

=====

C6H10 | ωB97M-V/def2-TZVPD

Output
SMILES string: CC1=CCCC1
E_HOMO: -8.22 eV
Largest force on an atom: 1.00 eV/A

Positions of all 16 atoms, in Å:
C -0.3423 -0.0786 -2.0055
C 0.3381 -0.3615 -0.7318
C -0.2217 -1.2646 0.0637
C -0.5436 -0.5806 1.3328
C 0.3771 0.6474 1.4539
C 1.0089 0.7674 0.0460
H 0.3068 0.4204 -2.7163
H -0.8715 -0.9380 -2.4452
H -1.1060 0.6251 -1.5962
H -0.8476 -2.1036 -0.2437
H -1.5454 -0.1899 1.0511
H -0.5941 -1.2700 2.1656
H -0.2364 1.5204 1.7038
H 1.1188 0.5374 2.2492
H 2.0911 0.5907 0.0707
H 0.8676 1.7666 -0.3926

These are the natural (NBO) partial charges, in e, on atoms 1 to 8: C -0.625; C 0.026; C -0.203; C -0.424; C -0.403; C -0.443; H 0.206; H 0.220

=====

Table of HOMO-LUMO gap (eV), in record order: 9.48, 10.26, 9.38
Table of LUMO (hartree), in record order: 0.042, 0.044, 0.043
Table of energy above the lowest of the compared OMol25 structures with the same formula, charge and spin (eV), in record order: 3.7471, 0.1259, 1.4269